Record 1
The following is a quantum chemistry calculation of C14H17BrF8InNO3 as an isolated structure at a distorted geometry, from OMol25.

```
! wB97M-V def2-TZVPD RIJCOSX def2/J DEFGRID3
* xyz -2 1
O 1.638 -2.290 -2.628
C 1.950 -1.653 -1.579
O 2.241 -2.245 -0.507
In 2.074 0.592 -1.468
Br 2.223 1.724 -3.886
C 0.243 1.540 -0.522
C 0.368 3.109 -0.621
C 0.157 3.866 0.717
C 0.979 3.405 1.928
N 2.402 3.769 1.910
C 3.345 3.683 0.947
C 4.526 4.130 1.487
C 4.274 4.493 2.847
C 2.942 4.255 3.061
H 3.521 0.992 -0.475
H -0.637 1.263 -1.121
H 0.065 1.190 0.504
H -0.433 3.447 -1.300
H 1.308 3.384 -1.117
H -0.900 3.693 0.989
H 0.245 4.951 0.544
H 0.838 2.337 2.138
H 0.559 3.927 2.800
H 3.177 3.319 -0.054
H 5.490 4.180 0.996
H 4.986 4.884 3.566
H 2.380 4.410 3.974
C -1.784 -3.595 -1.736
C -2.447 -4.975 -1.939
C -3.967 -5.014 -2.121
F -4.639 -4.539 -1.056
F -4.379 -6.304 -2.290
F -2.075 -5.804 -0.937
F -1.920 -5.496 -3.086
O -1.469 -3.177 -0.411
C -2.466 -2.574 0.334
C -2.835 -3.386 1.577
F -3.237 -4.635 1.260
F -3.864 -2.792 2.240
F -3.539 -2.292 -0.442
F -1.992 -1.381 0.735
H -0.801 -3.670 -2.212
H -2.304 -2.812 -2.288
H -4.267 -4.446 -3.005
H -1.978 -3.463 2.248
*
```

Output
HOMO energy (eV): 0.1848
DFT total energy (eV): -119382.525

***

Record 2
The following is a quantum chemistry calculation of C14H17Cl2F9O3Tc as an isolated structure at a distorted geometry, from OMol25.

```
! wB97M-V def2-TZVPD RIJCOSX def2/J DEFGRID3
* xyz -2 4
C 0.250 -1.119 -2.518
C 1.131 -0.027 -2.751
C 0.365 1.169 -2.738
C 2.582 -0.045 -3.028
C -0.993 0.822 -2.481
C -1.069 -0.592 -2.361
C -2.296 -1.381 -2.146
C 0.608 -2.548 -2.486
C 0.925 2.499 -3.053
C -2.137 1.754 -2.449
Tc 1.186 0.819 0.987
Cl 2.391 2.418 0.536
Cl 2.570 -1.055 0.203
O -0.745 1.295 0.601
H 2.995 -1.055 -2.981
H 3.130 0.590 -2.316
H 2.785 0.359 -4.032
H 1.871 2.688 -2.524
H 0.222 3.301 -2.807
H 1.156 2.578 -4.129
H -1.850 2.726 -2.031
H -2.953 1.332 -1.849
H -2.530 1.931 -3.463
H -3.154 -0.713 -2.012
H -2.171 -1.997 -1.236
H -2.502 -2.017 -3.024
H 1.683 -2.682 -2.324
H 0.355 -3.031 -3.446
H 0.054 -3.009 -1.652
H -1.518 1.652 1.007
O -1.513 -3.357 0.466
H -0.809 -3.047 1.141
F 1.310 -1.995 4.770
C 1.156 -0.675 4.992
F 0.719 -0.505 6.279
F 2.372 -0.095 4.880
C 0.156 -0.063 3.915
O 0.543 -0.348 2.615
C -1.230 -0.789 4.055
F -1.787 -0.762 5.294
F -2.106 -0.227 3.183
F -1.081 -2.088 3.687
C 0.014 1.463 4.238
F -0.421 1.674 5.513
F 1.205 2.097 4.084
F -0.868 2.056 3.394
*
```

Output
HOMO energy (spin up / spin down) (eV): -0.0422 / -0.0363
<S²>: 4.209
DFT total energy (eV): -72636.477

***

Record 3
The following is a quantum chemistry calculation of a 3-piece molecular cluster, C14H17ClN5O6 overall, from OMol25.

```
! wB97M-V def2-TZVPD RIJCOSX def2/J DEFGRID3
* xyz -1 1
O -5.088 2.624 -1.306
C -4.067 1.955 -1.528
O -3.420 1.765 -2.578
C -3.410 1.366 -0.265
C -2.716 0.154 -0.346
C -2.106 -0.453 0.745
C -1.355 -1.749 0.599
C 0.166 -1.569 0.553
C 0.608 -0.751 -0.642
Cl 2.407 -0.589 -0.596
C -2.201 0.228 1.953
C -2.887 1.440 2.046
C -3.503 2.022 0.961
C -2.812 1.921 3.445
O -3.211 2.948 3.933
N -2.171 0.892 4.186
C -1.681 -0.103 3.291
O -0.989 -1.026 3.658
H -2.653 -0.314 -1.322
H -1.580 -2.380 1.462
H -1.702 -2.249 -0.307
H 0.666 -2.538 0.552
H 0.471 -1.046 1.463
H 0.235 0.270 -0.590
H 0.318 -1.214 -1.573
H -4.055 2.947 1.053
H -1.503 1.208 4.876
C 3.404 3.204 0.337
O 2.262 2.823 0.468
N 3.790 4.487 0.652
N 4.410 2.398 -0.133
H 4.726 4.826 0.549
H 3.076 5.103 0.991
H 4.168 1.453 -0.375
H 5.356 2.707 -0.238
C 1.834 -3.773 -2.975
O 1.155 -2.995 -2.335
N 2.983 -4.314 -2.464
N 1.511 -4.158 -4.250
H 3.570 -4.950 -2.967
H 3.248 -4.015 -1.543
H 0.678 -3.766 -4.646
H 2.065 -4.790 -4.794
*
```

Output
HOMO energy (eV): -4.7616
DFT total energy (eV): -47057.221

***

Record 4
The following is a quantum chemistry calculation of C14H17ErI2N2O2 as an isolated structure at a distorted geometry, from OMol25.

```
! wB97M-V def2-TZVPD RIJCOSX def2/J DEFGRID3
* xyz 2 4
Er -0.813 0.406 0.576
I -1.369 2.465 2.921
C 0.651 2.261 3.506
I 1.776 1.342 1.963
H 0.693 1.639 4.390
H 1.054 3.254 3.664
C 3.958 -1.831 -0.218
C 2.805 -0.984 -0.676
C 1.528 -1.530 -0.823
C 0.471 -0.769 -1.322
C -0.832 -1.457 -1.702
C 0.678 0.599 -1.582
C 1.956 1.165 -1.466
C 2.185 2.607 -1.823
C 2.994 0.351 -1.028
C -0.493 1.483 -1.939
O -0.724 1.917 -3.016
O -1.286 1.677 -0.823
H 3.625 -2.663 0.400
H 4.689 -1.249 0.342
H 4.474 -2.249 -1.085
H 1.371 -2.583 -0.612
H -0.671 -1.914 -2.680
H -1.678 -0.777 -1.841
H -1.111 -2.265 -1.022
H 1.461 3.262 -1.331
H 2.059 2.752 -2.897
H 3.186 2.930 -1.547
H 3.988 0.779 -0.948
N -4.531 -1.671 2.070
C -4.906 -1.129 0.860
C -3.790 -0.547 0.366
N -2.738 -0.725 1.266
C -3.238 -1.416 2.280
H -5.131 -2.184 2.700
H -5.908 -1.205 0.475
H -3.678 0.001 -0.556
H -2.704 -1.740 3.158
*
```

Output
HOMO energy (spin up / spin down) (eV): -15.6376 / -15.6523
<S²>: 3.753
DFT total energy (eV): -65679.183

***

Record 5
The following is a quantum chemistry calculation of C14H17F3FeN5O2SSe2 as an isolated structure, from OMol25.

```
! wB97M-V def2-TZVPD RIJCOSX def2/J DEFGRID3
* xyz 0 2
Fe -0.253 0.212 -0.271
C 1.192 3.077 3.388
Se 2.364 2.359 2.021
C 2.757 0.656 2.869
C 1.572 -0.231 3.193
Se 0.571 -1.087 1.745
C 2.015 -2.154 1.020
H 1.707 3.172 4.342
H 0.293 2.475 3.490
H 0.887 4.058 3.032
H 3.280 0.852 3.807
H 3.465 0.150 2.212
H 0.826 0.294 3.789
H 1.905 -1.085 3.785
H 2.425 -2.755 1.827
H 2.778 -1.518 0.580
H 1.589 -2.796 0.254
N -2.173 -0.155 0.410
C -2.776 1.018 1.066
C -1.798 2.194 1.020
O -2.129 3.269 1.473
O -0.648 1.918 0.489
H -2.685 -0.454 -0.412
H -2.146 -0.960 1.026
H -3.003 0.805 2.109
H -3.708 1.312 0.586
F 2.398 2.208 -5.528
C 2.367 1.683 -4.291
F 2.902 0.458 -4.358
F 3.171 2.432 -3.519
C 0.965 1.647 -3.749
C -0.094 2.180 -4.452
C -1.378 2.168 -3.909
C -1.557 1.598 -2.669
N -0.537 1.058 -2.008
C 0.714 1.088 -2.491
S 1.776 0.423 -1.305
H 0.082 2.618 -5.425
H -2.214 2.597 -4.439
H -2.526 1.568 -2.185
N 1.150 -3.944 -4.421
C 0.502 -3.726 -3.489
N -0.277 -3.564 -2.423
C -0.321 -2.476 -1.780
N -0.479 -1.529 -1.107
*
```

Output
ΔE to the lowest compared entry with this formula, charge and spin (eV): 0.000
HOMO energy (spin up / spin down) (eV): -8.3292 / -8.3262
<S²>: 0.779
DFT total energy (eV): -210407.444

***

Record 6
The following is a quantum chemistry calculation of an isolated ion of composition C14H17F4N4O2 and charge +1, from OMol25.

```
! wB97M-V def2-TZVPD RIJCOSX def2/J DEFGRID3
* xyz 1 1
O 1.509 1.229 -0.283
C 0.685 1.919 -1.186
C 0.451 1.028 -2.448
N 1.120 -0.253 -2.315
N 2.345 -0.452 -2.899
C 2.812 -1.604 -2.445
N 1.978 -2.195 -1.612
C 0.921 -1.348 -1.546
N -0.139 -1.617 -0.781
C 0.012 -2.735 0.169
C 0.974 -2.463 1.314
F 0.240 -2.083 2.436
C -1.382 -0.905 -0.796
O -1.295 0.210 0.070
C -2.545 0.732 0.400
C -3.144 0.307 1.570
C -4.373 0.831 1.920
C -4.992 1.765 1.103
C -4.379 2.181 -0.065
C -3.147 1.662 -0.424
C 1.358 3.224 -1.599
F 1.331 4.112 -0.602
F 2.646 3.009 -1.970
F 0.721 3.761 -2.675
H 1.209 1.393 0.618
H -0.265 2.171 -0.721
H 0.880 1.509 -3.325
H -0.599 0.891 -2.668
H 2.798 0.226 -3.491
H 3.775 -1.994 -2.736
H 0.303 -3.630 -0.377
H -0.967 -2.911 0.605
H 1.665 -1.653 1.077
H 1.550 -3.355 1.557
H -2.161 -1.590 -0.460
H -1.645 -0.576 -1.802
H -2.646 -0.405 2.213
H -4.851 0.518 2.837
H -5.953 2.176 1.378
H -4.853 2.914 -0.702
H -2.668 1.994 -1.337
*
```

Output
SMILES string: O[C@H](Cn1[nH]cn/c1=[N+](\CCF)COc1ccccc1)C(F)(F)F
HOMO energy (eV): -12.1589
DFT total energy (eV): -35712.504

***

Record 7
The following is a quantum chemistry calculation of one molecule with the formula C14H17F4N6O4P at a distorted geometry, from OMol25.

```
! wB97M-V def2-TZVPD RIJCOSX def2/J DEFGRID3
* xyz 0 1
O -1.060 -2.407 0.880
F -4.871 2.653 -3.806
F -4.826 4.041 -0.989
F -3.080 5.463 -1.209
F -4.259 5.203 -2.904
N 3.217 2.398 -0.855
N 4.508 0.900 0.234
N 0.535 -0.136 -0.761
O 4.459 2.147 -0.268
O -0.885 -0.532 -1.007
O -0.271 -3.530 3.326
C 2.499 1.304 -0.742
C 3.384 0.376 -0.045
C 1.115 0.946 -1.202
C -2.950 1.365 -3.565
C -1.609 1.233 -3.115
C -1.742 3.192 -1.766
C -3.656 2.418 -3.190
C -0.992 2.024 -2.186
C -3.037 3.360 -2.265
N 0.422 1.964 -1.885
N 3.061 -0.929 0.332
N 1.293 -2.734 1.429
C -0.760 -4.838 2.915
C -3.860 4.486 -1.798
C 3.643 -1.846 1.244
C 2.608 -2.480 2.142
C -0.272 -0.798 3.090
P -0.192 -2.379 2.154
H -1.163 -1.215 -0.329
H -3.487 0.757 -4.333
H -1.114 0.420 -3.637
H -1.282 3.898 -1.143
H 0.840 2.825 -1.840
H 2.103 -1.126 0.145
H 1.276 -2.547 0.449
H -1.691 -4.802 2.523
H -0.079 -5.355 2.209
H -0.764 -5.411 3.879
H 4.192 -2.694 0.772
H 4.297 -1.264 1.976
H 2.953 -3.327 2.583
H 2.430 -1.778 2.928
H 0.435 -0.657 3.948
H -1.340 -0.528 3.375
H -0.031 -0.061 2.303
*
```

Output
SMILES string: CO[P@](C)(=O)NCCNc1nonc1/C(=N/O)Nc1ccc(F)c(C(F)(F)F)c1
HOMO energy (eV): -8.8066
DFT total energy (eV): -52079.331

***

Record 8
The following is a quantum chemistry calculation of C14H17HgN3S as an isolated structure at a distorted geometry, from OMol25.

```
! wB97M-V def2-TZVPD RIJCOSX def2/J DEFGRID3
* xyz 0 1
C -0.319 1.719 2.420
C -0.458 -1.317 2.502
H 0.690 2.035 2.746
H -0.917 1.578 3.371
H -0.869 2.401 1.816
H 0.078 -2.253 2.151
H 0.816 -1.573 3.621
H -1.442 -1.586 2.878
C 0.511 2.694 -0.600
C 0.858 3.506 -1.680
C 1.089 2.871 -2.908
C 0.963 1.477 -3.069
H 0.310 3.074 0.410
H 0.953 4.589 -1.531
H 1.377 3.459 -3.780
H 1.148 0.939 -4.005
N 0.441 1.346 -0.741
C 0.610 0.715 -1.941
C 0.476 -0.769 -1.958
N 0.264 -1.397 -0.766
C 0.073 -2.729 -0.656
C 0.478 -2.943 -2.999
C 0.200 -3.562 -1.772
H -0.159 -3.102 0.355
H 0.095 -4.648 -1.650
C 0.607 -1.546 -3.125
H 0.819 -1.020 -4.062
H 0.597 -3.546 -3.898
Hg -0.088 0.097 1.087
C -2.214 0.027 0.812
H -2.507 -1.014 0.722
H -2.427 0.608 -0.077
H -2.576 0.503 1.724
S 0.002 0.042 6.214
C 0.056 -0.079 4.717
N 0.464 -0.592 3.672
*
```

Output
ΔE to the lowest compared entry with this formula, charge and spin (eV): 4.787
HOMO energy (spin up / spin down) (eV): -5.2605 / -5.2596
DFT total energy (eV): -34263.471

***

Record 9
The following is a quantum chemistry calculation of C14H17N3OsS as an isolated structure at a distorted geometry, from OMol25.

```
! wB97M-V def2-TZVPD RIJCOSX def2/J DEFGRID3
* xyz 2 5
C -3.602 -0.687 0.046
C -3.358 0.571 -0.808
H -3.937 -1.501 -0.606
H -4.419 -0.502 0.753
H -2.732 -1.044 0.609
H -2.329 0.629 -1.191
H -3.988 0.526 -1.704
H -3.604 1.482 -0.266
C -0.059 -2.629 0.141
C 0.794 -3.714 -0.035
C 1.986 -3.553 -0.747
C 2.260 -2.311 -1.301
H -0.992 -2.679 0.711
H 0.516 -4.670 0.404
H 2.684 -4.377 -0.871
H 3.152 -2.104 -1.887
N 0.242 -1.406 -0.339
C 1.367 -1.249 -1.087
C 1.613 0.114 -1.527
N 0.665 1.012 -1.133
C 0.827 2.302 -1.498
C 3.017 1.864 -2.407
C 2.003 2.769 -2.082
H 0.002 2.968 -1.252
H 2.102 3.836 -2.262
C 2.792 0.516 -2.173
H 3.505 -0.260 -2.444
H 3.958 2.201 -2.832
Os -0.820 0.389 0.400
C -1.343 2.298 0.749
H -1.810 2.702 -0.158
H -0.480 2.927 1.022
H -2.071 2.363 1.576
S -0.766 0.167 2.503
C 0.815 0.456 1.677
N 2.011 0.597 1.580
*
```

Output
ΔE to the lowest compared entry with this formula, charge and spin (eV): 0.000
HOMO energy (spin up / spin down) (eV): -16.1325 / -16.1378
<S²>: 6.052
DFT total energy (eV): -32546.393

***

Record 10
The following is a quantum chemistry calculation of C14H17N5O2Rh as an isolated structure at a distorted geometry, from OMol25.

```
! wB97M-V def2-TZVPD RIJCOSX def2/J DEFGRID3
* xyz 3 1
Rh 0.471 0.672 0.433
O 3.587 0.329 -1.925
C 2.631 0.732 -1.365
N 2.065 0.069 -0.159
C 2.644 -1.098 0.531
O 3.619 -1.652 0.161
C 1.851 -1.425 1.758
C 2.333 -2.352 2.653
C 1.615 -2.566 3.830
C 0.461 -1.834 4.052
C 0.038 -0.925 3.091
N 0.709 -0.730 1.956
C 1.852 1.977 -1.681
C 2.312 2.849 -2.639
C 1.593 4.027 -2.855
C 0.460 4.271 -2.098
C 0.057 3.331 -1.156
N 0.733 2.203 -0.954
H 3.257 -2.873 2.439
H 1.967 -3.278 4.564
H -0.109 -1.948 4.964
H -0.846 -0.321 3.259
H 3.215 2.620 -3.188
H 1.927 4.742 -3.595
H -0.111 5.181 -2.221
H -0.817 3.505 -0.540
N -3.779 -2.379 -1.567
C -3.464 -1.176 -0.712
C -1.952 -0.971 -0.543
N -1.656 0.235 0.286
H -4.795 -2.480 -1.677
H -3.440 -3.255 -1.157
H -3.388 -2.305 -2.512
H -3.957 -1.339 0.246
H -3.930 -0.320 -1.199
H -1.470 -0.839 -1.512
H -1.495 -1.832 -0.052
H -2.065 0.113 1.211
H -2.126 1.042 -0.126
*
```

Output
HOMO energy (spin up / spin down) (eV): -19.2295 / -19.2063
DFT total energy (eV): -29319.500

***

Record 11
The following is a quantum chemistry calculation of C14H17NO as an isolated structure at a distorted geometry, from OMol25.

```
! wB97M-V def2-TZVPD RIJCOSX def2/J DEFGRID3
* xyz 0 1
O -1.000 1.552 1.290
C -1.641 0.946 0.420
C -1.417 -0.295 -0.072
C -0.413 -1.125 0.293
N 0.474 -0.824 1.031
C 1.701 -1.312 1.401
C 2.701 -0.609 0.701
C 2.685 -0.461 -0.975
C 3.571 0.247 -1.706
C 4.675 0.888 -0.999
C 4.665 1.141 0.410
C 3.698 0.336 1.047
H 3.894 0.070 2.115
H 5.530 1.587 0.918
H 5.343 1.467 -1.710
H 3.479 0.182 -2.563
H 1.949 -1.194 -1.287
H 1.988 -1.243 2.491
H 1.820 -2.166 0.971
H 0.264 0.367 1.599
H -0.355 -2.097 -0.165
C -2.755 -0.866 -0.784
C -4.009 -0.631 -0.228
C -4.340 0.796 0.149
C -3.024 1.787 -0.408
H -2.731 1.814 -1.235
H -3.163 2.401 0.309
H -4.642 1.031 0.950
H -5.110 1.081 -0.611
H -4.753 -1.207 -0.843
H -4.000 -1.179 0.612
H -2.493 -2.052 -1.223
H -2.591 -0.432 -1.898
*
```

Output
ΔE to the lowest compared entry with this formula, charge and spin (eV): 13.201
HOMO energy (eV): -7.8102
DFT total energy (eV): -18318.308

***

Record 12
The following is a quantum chemistry calculation of one molecule with the formula C14H17NO3 at a distorted geometry, from OMol25.

```
! wB97M-V def2-TZVPD RIJCOSX def2/J DEFGRID3
* xyz 0 1
C -1.160 4.427 -0.791
C -0.421 3.584 -1.881
H 0.417 4.014 -2.249
H -1.017 3.265 -2.727
O 0.183 2.230 -1.346
C -0.869 1.260 -1.034
O -1.957 1.397 -1.345
N -0.504 0.062 -0.619
C 0.812 -0.146 -0.133
C 1.555 0.963 0.611
C 2.635 0.599 1.053
C 3.379 -0.668 0.685
C 2.929 -1.488 -0.010
C 1.331 -1.289 -0.289
C 0.675 -2.395 -1.051
C -0.656 -2.259 -0.884
C -1.265 -0.939 -0.491
O -2.041 -1.184 0.774
C -1.481 -1.626 1.698
C -1.496 -3.196 2.054
H -2.455 -3.586 1.859
H -1.078 -3.578 3.057
H -1.036 -3.699 1.167
H -0.383 -1.361 1.949
H -1.983 -1.330 2.429
H -2.252 -0.685 -1.273
H -1.121 -2.974 -1.439
H 1.002 -3.238 -1.337
H 3.240 -2.494 0.024
H 4.485 -0.626 1.115
H 3.252 1.430 1.506
H 1.088 1.794 0.753
H -1.425 5.318 -1.338
H -1.932 3.877 -0.537
H -0.451 4.539 0.038
*
```

Output
ΔE to the lowest compared entry with this formula, charge and spin (eV): 11.933
SMILES string: CCOC(=O)N1c2ccccc2C=C[C@H]1OCC
HOMO energy (eV): -8.4519
DFT total energy (eV): -22415.495